Entry one
144
Properties=species:S:1:pos:R:3 method="wB97M-V/def2-TZVPD" spin_multiplicity=1 mol_weight_g_mol=737.10 gap_ev=9.41 charge=0
C 14.092 16.669 11.002
C 14.405 17.337 9.660
O 13.942 16.503 8.606
H 14.213 17.386 11.814
H 14.666 15.765 11.205
H 13.055 16.344 11.076
H 15.484 17.441 9.547
H 13.901 18.300 9.568
H 14.155 16.992 7.808
C 18.580 12.373 13.612
C 19.691 13.357 14.108
O 20.096 14.198 13.015
H 18.804 11.834 12.692
H 17.609 12.867 13.560
H 18.515 11.632 14.409
H 20.615 12.852 14.388
H 19.329 13.925 14.965
H 19.838 15.084 13.279
C 11.534 14.290 16.836
C 11.131 13.490 18.123
O 10.253 14.283 18.866
H 10.612 14.607 16.349
H 12.038 13.622 16.137
H 12.126 15.164 17.107
H 12.013 13.293 18.732
H 10.610 12.593 17.787
H 10.797 14.849 19.419
C 16.025 14.192 16.261
C 17.264 13.771 17.038
O 17.920 14.943 17.417
H 15.385 13.325 16.097
H 16.301 14.665 15.319
H 15.327 14.869 16.753
H 17.947 13.181 16.427
H 16.984 13.142 17.883
H 18.724 14.644 17.848
C 12.423 9.395 16.066
C 12.832 10.858 15.864
O 14.180 10.957 16.085
H 11.333 9.387 16.044
H 12.754 8.976 17.016
H 12.685 8.690 15.276
H 12.317 11.495 16.584
H 12.685 11.125 14.818
H 14.238 10.739 17.018
C 8.590 17.192 13.471
C 9.420 16.071 14.083
O 10.573 15.863 13.301
H 7.604 17.210 13.934
H 8.518 16.945 12.411
H 9.098 18.153 13.543
H 8.772 15.197 14.151
H 9.762 16.348 15.080
H 10.357 15.323 12.536
C 12.954 13.509 7.031
C 12.984 13.189 8.540
O 12.415 14.314 9.170
H 13.352 12.661 6.473
H 13.537 14.403 6.808
H 11.941 13.665 6.662
H 14.012 12.971 8.827
H 12.366 12.316 8.748
H 13.046 15.032 9.082
C 18.119 15.043 9.597
C 16.904 14.234 9.205
O 17.266 12.915 9.052
H 18.490 14.868 10.606
H 17.853 16.100 9.585
H 18.926 14.895 8.879
H 16.462 14.478 8.239
H 16.130 14.303 9.970
H 16.960 12.457 9.838
C 13.400 17.015 15.324
C 12.285 18.055 14.920
O 12.047 18.049 13.528
H 13.041 16.001 15.148
H 13.606 17.079 16.392
H 14.365 17.247 14.872
H 12.638 19.046 15.205
H 11.354 17.881 15.460
H 11.607 17.204 13.411
C 17.231 16.339 13.239
C 18.285 16.936 14.181
O 19.517 16.825 13.515
H 16.253 16.686 13.573
H 17.245 15.249 13.212
H 17.388 16.714 12.228
H 18.349 16.317 15.076
H 18.131 17.997 14.380
H 19.475 17.519 12.854
C 17.994 9.820 10.453
C 16.893 10.165 11.505
O 16.372 11.404 11.184
H 18.566 8.976 10.839
H 18.693 10.648 10.331
H 17.585 9.731 9.446
H 17.328 10.067 12.499
H 16.093 9.425 11.465
H 15.906 11.739 11.953
C 13.028 9.316 11.287
C 13.159 7.799 11.307
O 14.276 7.522 10.515
H 12.712 9.669 10.305
H 13.906 9.879 11.602
H 12.263 9.636 11.995
H 12.344 7.287 10.794
H 13.313 7.341 12.284
H 14.171 7.833 9.613
C 16.060 7.271 13.869
C 16.002 8.249 15.060
O 16.607 7.756 16.236
H 17.102 7.090 13.605
H 15.631 7.657 12.944
H 15.574 6.349 14.187
H 14.991 8.543 15.343
H 16.503 9.198 14.872
H 16.585 8.488 16.857
C 9.674 12.558 13.822
C 9.709 11.067 13.796
O 9.013 10.676 14.966
H 8.716 12.964 13.501
H 10.471 12.994 13.219
H 9.891 12.936 14.821
H 10.740 10.717 13.831
H 9.217 10.648 12.918
H 8.096 10.932 14.844
C 13.297 12.960 12.156
C 14.267 13.144 13.373
O 15.027 11.953 13.495
H 12.625 13.818 12.165
H 12.750 12.018 12.173
H 13.831 12.892 11.208
H 13.718 13.366 14.288
H 15.026 13.912 13.221
H 14.822 11.561 14.347
C 7.750 14.129 10.977
C 8.994 14.554 10.166
O 10.135 14.394 10.967
H 6.872 14.119 10.331
H 7.565 14.734 11.865
H 7.914 13.118 11.349
H 8.908 15.601 9.876
H 9.156 13.974 9.257
H 10.884 14.391 10.367

Entry two
144
Properties=species:S:1:pos:R:3 method="wB97M-V/def2-TZVPD" spin_multiplicity=1 mol_weight_g_mol=737.10 gap_ev=10.12 charge=0
C 5.112 4.588 3.027
C 5.029 5.350 4.340
O 5.978 6.430 4.263
H 4.898 5.214 2.161
H 4.362 3.797 3.005
H 6.090 4.135 2.865
H 5.195 4.618 5.130
H 4.034 5.754 4.525
H 5.911 6.954 5.065
C -4.534 -5.863 2.939
C -3.613 -4.882 3.747
O -4.448 -3.978 4.499
H -5.201 -6.454 3.566
H -3.906 -6.593 2.429
H -5.270 -5.398 2.283
H -3.038 -4.327 3.006
H -2.838 -5.348 4.356
H -3.891 -3.364 4.982
C -2.947 -4.839 -4.454
C -2.597 -3.521 -5.179
O -3.753 -2.814 -5.415
H -3.680 -5.364 -5.065
H -3.306 -4.650 -3.442
H -2.039 -5.434 -4.355
H -2.020 -3.695 -6.087
H -1.879 -2.938 -4.602
H -3.514 -2.000 -5.864
C 0.904 -7.483 1.655
C 0.911 -6.271 0.689
O 0.646 -6.707 -0.641
H -0.065 -7.982 1.654
H 1.235 -7.257 2.668
H 1.658 -8.189 1.305
H 1.902 -5.820 0.744
H 0.147 -5.579 1.045
H -0.036 -7.382 -0.669
C 1.005 5.641 -3.756
C 1.782 6.895 -3.435
O 3.127 6.490 -3.319
H 1.076 4.880 -2.979
H 1.383 5.283 -4.713
H -0.052 5.885 -3.864
H 1.405 7.155 -2.446
H 1.700 7.689 -4.178
H 3.608 7.287 -3.085
C 2.676 -0.604 4.796
C 2.394 -2.088 4.627
O 3.587 -2.925 4.746
H 3.063 -0.353 5.784
H 1.740 -0.066 4.644
H 3.364 -0.342 3.992
H 1.909 -2.186 3.656
H 1.620 -2.306 5.363
H 3.486 -3.450 5.543
C 4.514 -3.463 -6.043
C 3.976 -4.298 -4.808
O 2.818 -3.630 -4.221
H 4.855 -2.452 -5.819
H 3.631 -3.307 -6.662
H 5.310 -3.948 -6.608
H 4.771 -4.471 -4.083
H 3.669 -5.305 -5.093
H 2.420 -4.279 -3.635
C 0.214 0.952 -7.212
C -0.798 1.460 -8.203
O -2.062 0.906 -7.920
H 0.341 -0.121 -7.352
H -0.026 1.145 -6.166
H 1.136 1.424 -7.551
H -0.483 1.248 -9.224
H -0.974 2.535 -8.245
H -2.691 1.167 -8.597
C -5.754 2.275 4.941
C -4.574 3.272 4.983
O -3.319 2.703 4.548
H -5.996 1.894 3.949
H -6.658 2.708 5.370
H -5.414 1.476 5.600
H -4.331 3.648 5.977
H -4.705 4.122 4.314
H -2.792 3.096 3.848
C -0.968 -0.551 0.525
C 0.287 -0.329 -0.244
O 0.722 0.977 0.103
H -1.684 0.216 0.231
H -0.782 -0.466 1.595
H -1.419 -1.516 0.289
H 0.033 -0.406 -1.301
H 1.076 -1.011 0.074
H 1.577 1.146 -0.300
C -2.402 -1.613 9.297
C -2.179 -0.358 8.404
O -2.234 -0.839 7.123
H -2.458 -1.302 10.340
H -1.488 -2.201 9.214
H -3.350 -2.095 9.058
H -1.263 0.180 8.652
H -3.000 0.341 8.562
H -2.413 -0.045 6.615
C -0.895 7.267 1.701
C -0.069 5.944 1.719
O -0.974 4.918 1.223
H -1.227 7.486 0.687
H -0.333 8.071 2.178
H -1.824 7.122 2.252
H 0.406 5.719 2.674
H 0.752 6.025 1.007
H -0.374 4.237 0.908
C 6.312 2.219 -3.841
C 4.964 1.898 -3.258
O 4.796 2.741 -2.158
H 6.322 3.258 -4.170
H 6.564 1.651 -4.736
H 7.156 2.127 -3.158
H 4.802 0.835 -3.081
H 4.207 2.148 -4.002
H 4.674 3.615 -2.534
C -7.016 -1.762 -0.642
C -7.607 -2.087 -2.008
O -7.039 -3.292 -2.447
H -7.260 -2.589 0.025
H -7.424 -0.840 -0.228
H -5.952 -1.524 -0.655
H -7.378 -1.250 -2.668
H -8.681 -2.209 -1.866
H -6.444 -3.047 -3.160
C -3.711 2.476 -3.226
C -4.640 3.363 -2.393
O -3.962 4.511 -1.990
H -3.274 3.006 -4.072
H -4.250 1.629 -3.650
H -2.867 2.111 -2.641
H -5.033 2.862 -1.509
H -5.507 3.690 -2.966
H -3.461 4.318 -1.195
C 7.250 -1.857 1.097
C 6.399 -2.938 0.372
O 6.354 -4.106 1.142
H 7.211 -0.906 0.566
H 8.312 -2.102 1.103
H 6.935 -1.611 2.111
H 6.836 -3.223 -0.585
H 5.413 -2.522 0.165
H 6.098 -3.861 2.034

The structure with the least stability is entry two.

Entry one
15
Properties=species:S:1:pos:R:3 method="wB97M-V/def2-TZVPD" spin_multiplicity=1 mol_weight_g_mol=91.11 gap_ev=10.68 charge=0
C -0.974 0.147 -1.229
C 0.255 0.617 -0.461
O 1.387 0.355 -1.273
C 0.433 -0.133 0.880
N -0.707 0.045 1.730
O 0.693 -1.502 0.623
H -1.001 -0.939 -1.270
H -0.922 0.531 -2.244
H -1.876 0.518 -0.753
H 0.171 1.692 -0.250
H 2.170 0.735 -0.859
H 1.304 0.302 1.405
H -0.535 -0.398 2.625
H -1.514 -0.414 1.319
H 1.117 -1.556 -0.245

Entry two
15
Properties=species:S:1:pos:R:3 method="wB97M-V/def2-TZVPD" spin_multiplicity=1 mol_weight_g_mol=91.11 gap_ev=10.50 charge=0
N -1.423 1.926 1.853
C -1.102 1.150 0.666
C 0.294 1.535 0.217
C 0.769 0.719 -0.960
O 1.842 0.173 -0.961
H -2.391 1.992 2.137
H -1.214 2.902 1.659
H -1.129 0.101 0.983
H -1.888 1.186 -0.101
H 0.985 1.269 1.012
H 0.341 2.610 0.075
H 0.052 0.516 -1.780
O 0.021 -4.476 -0.769
H 0.553 -5.158 -0.359
H 0.064 -4.532 -1.723

Entry three
15
Properties=species:S:1:pos:R:3 method="wB97M-V/def2-TZVPD" spin_multiplicity=1 mol_weight_g_mol=91.11 gap_ev=9.66 charge=0
C -2.108 1.356 -1.498
C -1.710 0.193 -1.009
O -0.470 -0.352 -1.197
H -3.156 1.618 -1.413
H -1.643 1.780 -2.383
H -2.287 -0.418 -0.325
H -0.358 -1.074 -0.552
N 0.672 0.142 1.579
C 1.715 -0.401 0.755
O 1.466 -1.782 0.566
H 0.874 0.207 2.555
H 0.372 1.064 1.280
H 1.671 0.116 -0.207
H 2.706 -0.144 1.137
H 2.255 -2.306 0.713

The structure with the least stability is entry three.

Entry one
15
Properties=species:S:1:pos:R:3 method="wB97M-V/def2-TZVPD" spin_multiplicity=1 mol_weight_g_mol=91.11 gap_ev=10.13 charge=0
C -1.017 0.851 0.585
N -0.048 -0.227 0.813
C 1.390 0.155 0.685
C -0.373 -1.521 0.627
O -1.434 -2.021 0.958
H -0.399 1.627 0.070
H -1.276 1.376 1.496
H -1.874 0.601 -0.034
H 1.351 1.171 1.049
H 1.919 0.163 -0.267
H 1.923 -0.456 1.425
H 0.468 -2.154 0.290
O 0.057 0.456 -2.503
H -0.429 -0.087 -1.865
H -0.256 0.065 -3.329

Entry two
15
Properties=species:S:1:pos:R:3 method="wB97M-V/def2-TZVPD" spin_multiplicity=1 mol_weight_g_mol=91.11 gap_ev=10.70 charge=0
C -1.565 1.771 -0.519
N -1.342 0.370 -0.189
C -0.039 -0.148 -0.041
C -0.009 -1.631 0.385
O 0.958 0.523 -0.261
H -0.614 2.287 -0.612
H -2.044 1.962 -1.443
H -2.174 2.267 0.210
H -2.123 -0.149 0.229
H -0.965 -2.123 0.415
H 0.336 -1.576 1.473
H 0.712 -2.143 -0.230
O 3.018 -0.893 0.275
H 3.672 -0.204 0.027
H 2.179 -0.311 0.281

Entry three
15
Properties=species:S:1:pos:R:3 method="wB97M-V/def2-TZVPD" spin_multiplicity=1 mol_weight_g_mol=91.11 gap_ev=10.71 charge=0
C 2.939 -0.857 -1.841
C 1.622 -0.501 -1.220
O 1.446 0.561 -0.690
H 3.323 -1.877 -1.795
H 3.696 -0.308 -1.268
H 3.103 -0.466 -2.844
H 0.856 -1.241 -1.123
N -2.247 1.345 1.759
C -2.005 -0.069 1.597
O -1.457 -0.294 0.290
H -1.389 1.788 1.582
H -2.739 1.620 0.906
H -1.282 -0.436 2.324
H -2.982 -0.551 1.685
H -1.456 -1.239 0.123

The structure with the least stability is entry three.

Entry one
18
Properties=species:S:1:pos:R:3 method="wB97M-V/def2-TZVPD" spin_multiplicity=1 mol_weight_g_mol=162.15 gap_ev=9.41 charge=0
O -1.184 -1.166 1.444
C -0.098 -0.279 1.231
C 0.547 0.425 2.178
C 1.422 1.501 1.847
C 1.621 1.839 0.530
C 0.798 1.187 -0.426
C 0.072 0.041 -0.138
C -0.606 -0.565 -1.378
N -0.300 -0.351 -2.649
N -1.055 -1.201 -3.403
C -1.880 -1.831 -2.577
O -1.648 -1.432 -1.292
H -0.978 -1.555 2.447
H 0.530 0.182 3.230
H 2.095 1.791 2.773
H 2.488 2.521 0.506
H 0.969 1.345 -1.542
H -2.792 -2.453 -2.779

Entry two
18
Properties=species:S:1:pos:R:3 method="wB97M-V/def2-TZVPD" spin_multiplicity=1 mol_weight_g_mol=162.15 gap_ev="8.51 / 8.51" charge=0
O -2.509 -1.269 2.872
C -1.523 -0.869 2.366
C -0.409 -0.333 1.977
C 0.186 0.005 0.660
C 1.480 0.519 0.757
C 2.302 0.828 -0.316
C 1.798 0.748 -1.599
C 0.500 0.384 -1.720
C -0.336 0.030 -0.685
N -1.622 -0.408 -1.015
N -2.418 -0.851 -0.054
O -3.530 -1.122 -0.463
H 0.229 -0.464 2.766
H 1.764 0.576 1.833
H 3.265 1.120 -0.144
H 2.392 1.038 -2.553
H 0.211 0.404 -2.710
H -1.781 -0.335 -1.971

The structure with the least stability is entry two.

Entry one
15
Properties=species:S:1:pos:R:3 method="wB97M-V/def2-TZVPD" spin_multiplicity=1 mol_weight_g_mol=74.12 gap_ev=10.72 charge=0
C -0.204 0.967 1.674
O 0.627 0.313 0.761
C -0.105 -0.294 -0.300
C -0.077 0.766 -1.432
C 0.476 -1.721 -0.383
H 0.399 1.714 2.192
H -0.604 0.243 2.396
H -1.052 1.473 1.182
H -1.156 -0.437 0.004
H 0.765 0.673 -2.123
H 0.047 1.742 -0.936
H -1.005 0.830 -2.009
H -0.171 -2.460 -0.870
H 0.582 -2.029 0.666
H 1.476 -1.780 -0.822

Entry two
15
Properties=species:S:1:pos:R:3 method="wB97M-V/def2-TZVPD" spin_multiplicity=1 mol_weight_g_mol=74.12 gap_ev=10.88 charge=0
H 2.437 0.056 -0.234
H 1.767 0.189 -0.525
C -0.280 -1.881 0.594
C -0.134 -1.820 -0.901
O -0.267 -0.826 -1.578
H 0.591 -2.385 1.034
H -1.159 -2.492 0.838
H -0.399 -0.883 1.023
H 0.119 -2.784 -1.389
C -0.912 1.933 -0.239
C 0.017 2.331 0.624
H -1.972 2.121 -0.071
H -0.660 1.404 -1.154
H -0.226 2.867 1.539
H 1.077 2.169 0.439

Entry three
15
Properties=species:S:1:pos:R:3 method="wB97M-V/def2-TZVPD" spin_multiplicity=1 mol_weight_g_mol=74.12 gap_ev=10.99 charge=0
C -1.047 -1.785 1.686
C 0.002 -0.728 1.775
O 1.106 -0.857 1.308
H -1.988 -1.328 1.342
H -1.261 -2.100 2.701
H -0.752 -2.518 0.945
H -0.197 0.178 2.382
C 0.951 1.761 -1.574
C 0.067 0.518 -1.450
H 0.950 2.458 -0.738
H 0.666 2.317 -2.466
H 1.992 1.513 -1.798
H -0.460 0.260 -2.366
H 0.638 -0.347 -1.100
H -0.666 0.658 -0.648

Entry four
15
Properties=species:S:1:pos:R:3 method="wB97M-V/def2-TZVPD" spin_multiplicity=1 mol_weight_g_mol=74.12 gap_ev=10.76 charge=0
C -0.163 2.209 0.930
C 0.323 0.846 0.422
C -0.538 -0.250 0.996
O -0.179 -1.034 1.842
H -0.064 2.272 2.018
H -1.216 2.376 0.675
H 0.421 3.020 0.487
H 0.254 0.811 -0.673
H 1.360 0.660 0.714
H -1.579 -0.284 0.602
C 0.277 -2.125 -1.601
H -0.613 -1.517 -1.789
H 1.163 -1.599 -1.968
H 0.178 -3.077 -2.126
H 0.376 -2.310 -0.529

The structure with the least stability is entry two.